[1]
DFT (ωB97M-V with the def2-TZVPD basis set) results for a molecular structure, C57H74AsN4O3S3SrTe.

Values from the calculation:
**Maximum force**: 3.5 eV Å⁻¹
**Energy above the lowest of the compared OMol25 structures with the same formula, charge and spin**: 182.96 kJ/mol
**2S+1**: 2
**Calculated total energy**: -6390.19331 Eh
**HOMO-LUMO gap (alpha / beta)**: 6.51 / 6.58 eV
**Highest occupied orbital energy (alpha / beta)**: -6.22 / -6.92 eV

Atoms and positions in Å:
Sr  -1.230  -0.204  -0.115
S  0.465  -0.738  -2.293
C  1.226  -2.307  -2.048
C  1.192  -3.246  -3.075
C  1.927  -4.412  -2.978
C  2.722  -4.644  -1.867
C  2.721  -3.735  -0.823
C  1.975  -2.566  -0.892
As  1.804  -1.270  0.539
C  2.979  0.075  -0.238
C  4.100  -0.263  -0.986
C  4.966  0.720  -1.429
C  4.722  2.049  -1.119
C  3.588  2.394  -0.403
C  2.713  1.413  0.029
C  3.066  -2.054  1.834
C  4.337  -1.542  2.070
C  5.137  -2.065  3.071
C  4.681  -3.112  3.854
C  3.418  -3.633  3.630
C  2.619  -3.101  2.635
H  0.590  -3.046  -3.951
H  1.882  -5.142  -3.774
H  3.346  -5.526  -1.820
H  3.328  -3.929  0.055
H  4.295  -1.307  -1.216
H  5.843  0.450  -2.003
H  5.418  2.811  -1.441
H  3.391  3.432  -0.175
H  1.810  1.677  0.583
H  4.704  -0.718  1.468
H  6.121  -1.647  3.239
H  5.302  -3.508  4.645
H  3.051  -4.445  4.241
H  1.620  -3.500  2.489
C  -1.797  4.007  0.919
N  -2.918  4.031  1.832
C  -2.943  5.116  2.779
C  -3.843  3.067  1.831
O  -3.945  2.148  1.048
H  -1.808  4.883  0.266
H  -1.845  3.100  0.314
H  -0.867  3.996  1.494
H  -3.015  6.070  2.251
H  -2.033  5.128  3.385
H  -3.803  5.019  3.438
H  -4.576  3.203  2.651
C  -4.631  1.003  -2.022
S  -3.320  1.972  -2.855
O  -2.229  2.050  -1.861
C  -4.275  3.534  -2.763
C  -4.321  4.306  -1.618
C  -5.049  5.485  -1.603
C  -5.728  5.890  -2.741
C  -5.691  5.107  -3.886
C  -4.959  3.932  -3.902
H  -5.585  1.192  -2.501
H  -4.645  1.310  -0.979
H  -4.352  -0.044  -2.132
H  -3.797  3.969  -0.742
H  -5.084  6.075  -0.697
H  -6.293  6.810  -2.736
H  -6.234  5.419  -4.767
H  -4.924  3.328  -4.795
C  -1.355  2.414  -8.477
C  -2.225  3.620  -8.146
C  -1.832  4.293  -6.830
C  -1.873  3.339  -5.636
N  -0.656  2.576  -5.554
C  -0.580  1.278  -5.210
S  -1.930  0.315  -5.085
N  0.632  0.716  -5.078
C  1.894  1.386  -5.255
C  2.299  2.338  -4.122
C  3.575  3.091  -4.506
C  3.809  4.346  -3.675
H  -1.601  2.037  -9.468
H  -1.512  1.612  -7.762
H  -0.302  2.689  -8.462
H  -3.270  3.307  -8.089
H  -2.143  4.354  -8.953
H  -2.502  5.134  -6.642
H  -0.819  4.694  -6.923
H  -2.697  2.629  -5.729
H  -2.009  3.903  -4.703
H  0.193  3.119  -5.574
H  0.634  -0.147  -4.545
H  1.859  1.937  -6.203
H  2.656  0.612  -5.356
H  2.455  1.765  -3.206
H  1.493  3.046  -3.920
H  3.518  3.375  -5.561
H  4.430  2.422  -4.398
H  3.011  5.065  -3.838
H  4.750  4.813  -3.958
H  3.839  4.103  -2.617
C  -1.984  0.693  3.774
C  -1.505  0.264  2.398
O  -1.297  1.161  1.552
N  -1.320  -0.990  2.095
Te  -1.138  -2.279  3.617
C  -1.836  -4.272  2.750
C  -0.971  -5.028  1.947
C  -0.262  -4.377  0.802
C  -0.798  -6.381  2.186
C  -1.467  -7.019  3.223
C  -1.192  -8.456  3.553
C  -2.406  -6.295  3.948
C  -2.593  -4.939  3.730
C  -3.655  -4.204  4.498
C  0.716  -1.648  4.861
C  1.638  -0.618  4.702
C  1.550  0.411  3.616
C  2.692  -0.499  5.604
C  2.861  -1.384  6.651
C  3.985  -1.220  7.628
C  1.950  -2.425  6.784
C  0.894  -2.573  5.900
C  -0.056  -3.718  6.086
H  -2.281  1.738  3.733
H  -1.195  0.576  4.513
H  -2.836  0.076  4.052
H  -0.127  -3.309  1.004
H  -0.854  -4.474  -0.111
H  0.705  -4.845  0.620
H  -0.106  -6.946  1.574
H  -0.280  -8.793  3.065
H  -2.015  -9.091  3.224
H  -1.080  -8.588  4.629
H  -2.986  -6.793  4.714
H  -4.606  -4.730  4.415
H  -3.781  -3.198  4.093
H  -3.406  -4.130  5.557
H  0.684  0.256  2.980
H  2.452  0.368  2.998
H  1.497  1.406  4.057
H  3.389  0.320  5.477
H  4.706  -0.493  7.263
H  4.497  -2.164  7.799
H  3.605  -0.875  8.589
H  2.062  -3.128  7.600
H  0.242  -4.342  6.926
H  -0.092  -4.341  5.192
H  -1.064  -3.350  6.281

---

[2]
DFT (ωB97M-V with the def2-TZVPD basis set) results for a molecular structure, C47H65Cl2N5O9PSbSi3V.

Values from the calculation:
**Maximum force**: 1.8 eV Å⁻¹
**Energy above the lowest of the compared OMol25 structures with the same formula, charge and spin**: 28.25 kJ/mol
**2S+1**: 2
**Calculated total energy**: -6095.58865 Eh
**HOMO-LUMO gap (alpha / beta)**: 6.64 / 5.79 eV
**Highest occupied orbital energy (alpha / beta)**: -6.98 / -6.22 eV

Atoms and positions in Å:
V  -0.496  0.817  -0.487
C  0.286  4.006  2.337
C  -0.803  4.829  2.075
C  -1.832  4.346  1.297
C  -1.736  3.059  0.771
N  -0.640  2.297  0.960
C  0.333  2.759  1.753
C  -2.827  2.385  0.056
C  -4.123  2.897  -0.003
C  -5.142  2.096  -0.456
C  -4.845  0.786  -0.822
C  -3.532  0.377  -0.801
N  -2.519  1.161  -0.408
H  1.106  4.339  2.957
H  -0.849  5.831  2.480
H  -2.694  4.959  1.084
H  1.149  2.060  1.899
H  -4.318  3.909  0.315
H  -6.156  2.470  -0.508
H  -5.618  0.101  -1.137
H  -3.250  -0.617  -1.112
C  -4.242  -2.237  -2.667
Si  -2.751  -1.741  -3.731
C  -2.498  -3.223  -4.883
C  -3.311  -0.271  -4.754
Sb  -0.541  -1.032  -2.561
Si  0.728  -0.715  -4.779
C  0.322  1.067  -5.211
C  2.564  -1.062  -4.699
C  0.143  -1.765  -6.220
Si  0.029  -3.436  -1.874
C  -1.554  -4.425  -1.615
C  1.023  -3.563  -0.292
C  1.011  -4.280  -3.229
H  -4.748  -3.061  -3.172
H  -4.946  -1.409  -2.596
H  -4.013  -2.572  -1.656
H  -2.835  -2.972  -5.890
H  -3.092  -4.069  -4.535
H  -1.467  -3.554  -4.957
H  -4.327  -0.430  -5.123
H  -2.659  -0.116  -5.614
H  -3.298  0.652  -4.169
H  0.055  1.650  -4.329
H  -0.521  1.096  -5.903
H  1.168  1.560  -5.694
H  3.031  -0.684  -3.797
H  3.033  -0.593  -5.569
H  2.748  -2.135  -4.765
H  -0.905  -1.615  -6.472
H  0.308  -2.831  -6.068
H  0.744  -1.454  -7.080
H  -2.292  -3.877  -1.025
H  -1.318  -5.349  -1.082
H  -2.026  -4.690  -2.560
H  0.969  -2.681  0.345
H  2.079  -3.697  -0.524
H  0.695  -4.442  0.266
H  0.405  -4.476  -4.114
H  1.397  -5.235  -2.865
H  1.860  -3.670  -3.533
C  2.565  2.192  -3.001
O  2.134  0.957  -2.472
P  1.957  0.583  -0.866
O  2.357  -0.968  -1.035
C  3.720  -1.399  -0.987
O  3.341  1.333  -0.481
C  3.810  1.894  0.736
H  3.330  2.651  -2.374
H  1.726  2.880  -3.119
H  2.999  1.988  -3.982
H  4.040  -1.460  0.056
H  4.364  -0.720  -1.548
H  3.753  -2.382  -1.455
H  3.009  2.352  1.310
H  4.532  2.660  0.450
H  4.303  1.133  1.338
Cl  1.182  -2.022  8.043
C  1.308  -3.438  7.046
C  1.162  -4.665  7.677
C  1.439  -5.839  7.002
C  1.920  -5.770  5.702
C  2.038  -4.545  5.078
Cl  2.705  -4.479  3.479
C  1.659  -3.338  5.693
N  1.732  -2.157  4.988
C  0.849  -1.068  5.076
C  -0.440  -1.190  5.581
C  -1.269  -0.083  5.682
C  -0.815  1.162  5.276
C  0.463  1.269  4.743
C  1.300  0.171  4.612
C  2.638  0.270  3.952
C  2.715  -0.388  2.552
O  3.597  -1.242  2.375
O  1.901  0.056  1.699
H  0.867  -4.676  8.716
H  1.320  -6.794  7.492
H  2.208  -6.660  5.162
H  2.342  -2.169  4.179
H  -0.797  -2.160  5.905
H  -2.263  -0.196  6.093
H  -1.441  2.039  5.371
H  0.833  2.236  4.427
H  3.405  -0.182  4.583
H  2.891  1.324  3.800
O  -1.862  3.789  -2.417
C  -0.757  3.506  -1.976
O  -0.334  2.292  -1.812
C  0.202  4.603  -1.595
C  1.441  4.334  -1.037
C  2.310  5.355  -0.636
C  1.870  6.640  -0.822
O  2.513  7.805  -0.513
C  1.647  8.860  -0.938
O  0.450  8.276  -1.442
C  0.632  6.917  -1.381
C  -0.225  5.931  -1.780
H  1.742  3.302  -0.907
H  3.276  5.146  -0.200
H  2.139  9.432  -1.729
H  1.410  9.496  -0.082
H  -1.193  6.131  -2.213
C  -3.447  -2.075  2.522
N  -2.078  -2.355  2.105
C  -1.582  -3.723  2.215
C  -1.428  -1.469  1.402
N  -0.852  -0.682  0.779
H  -4.153  -2.643  1.911
H  -3.648  -1.012  2.412
H  -3.566  -2.356  3.568
H  -0.513  -3.733  2.025
H  -2.088  -4.378  1.502
H  -1.765  -4.080  3.228

---

[3]
DFT (ωB97M-V with the def2-TZVPD basis set) results for a molecular structure, C20H27AgNO3S2.

Values from the calculation:
**Maximum force**: 0.3 eV Å⁻¹
**Energy above the lowest of the compared OMol25 structures with the same formula, charge and spin**: 29.44 kJ/mol
**2S+1**: 1
**Calculated total energy**: -2001.89596 Eh
**HOMO-LUMO gap**: 9.39 eV
**Net charge**: +1
**Highest occupied orbital energy**: -11.83 eV

Atoms and positions in Å:
Ag  0.194  0.379  0.036
O  2.322  -0.414  -0.192
S  2.816  -1.844  -0.133
C  1.347  -2.873  0.127
C  0.338  -2.667  -0.990
C  -0.938  -3.497  -0.778
C  -2.213  -2.783  -1.211
S  -2.920  -1.527  -0.105
O  -1.969  -0.356  -0.004
C  -2.785  -2.413  1.429
C  -1.838  -2.026  2.364
C  -1.737  -2.753  3.543
C  -2.571  -3.839  3.771
C  -3.526  -4.202  2.829
C  -3.643  -3.482  1.650
C  3.513  -2.070  1.487
C  3.194  -1.171  2.492
C  3.739  -1.372  3.754
C  4.577  -2.452  3.992
C  4.890  -3.338  2.968
C  4.363  -3.145  1.700
H  0.937  -2.586  1.100
H  1.708  -3.903  0.184
H  0.792  -2.888  -1.959
H  0.064  -1.614  -1.005
H  -1.023  -3.796  0.270
H  -0.872  -4.425  -1.348
H  -3.036  -3.486  -1.357
H  -2.084  -2.234  -2.148
H  -1.211  -1.162  2.183
H  -1.006  -2.468  4.288
H  -2.488  -4.399  4.693
H  -4.187  -5.037  3.017
H  -4.396  -3.748  0.917
H  2.537  -0.337  2.282
H  3.513  -0.676  4.552
H  5.002  -2.599  4.976
H  5.557  -4.169  3.152
H  4.625  -3.815  0.889
C  -0.663  2.866  5.059
N  -0.174  1.709  4.308
C  0.153  0.511  5.070
C  -0.101  1.680  2.974
C  -0.474  2.902  2.177
O  0.255  0.650  2.374
H  -0.588  2.631  6.117
H  -1.707  3.081  4.835
H  -0.062  3.753  4.870
H  0.739  0.793  5.944
H  0.733  -0.165  4.449
H  -0.755  0.004  5.402
H  -0.625  3.805  2.757
H  -1.397  2.678  1.638
H  0.314  3.080  1.445

---

[4]
DFT (ωB97M-V with the def2-TZVPD basis set) results for 7 unconnected molecules or ions with the total composition C27H40Cl4N6.

Values from the calculation:
**Maximum force**: 1.6 eV Å⁻¹
**Energy above the lowest of the compared OMol25 structures with the same formula, charge and spin**: 52.07 kJ/mol
**2S+1**: 1
**Calculated total energy**: -3222.04352 Eh
**HOMO-LUMO gap**: 8.30 eV
**Highest occupied orbital energy**: -7.87 eV

Atoms and positions in Å:
C  -1.816  3.088  4.614
C  -1.385  1.644  4.781
N  0.027  1.422  4.422
C  0.366  -0.009  4.412
C  -0.534  -0.799  3.527
C  0.940  2.120  5.312
C  2.215  2.549  4.587
H  -2.896  3.181  4.757
H  -1.653  3.444  3.593
H  -1.344  3.755  5.329
H  -1.539  1.329  5.828
H  -1.988  1.011  4.137
H  1.382  -0.081  4.009
H  0.417  -0.439  5.425
H  -0.618  -0.334  2.540
H  -0.183  -1.801  3.257
H  -1.511  -1.003  3.966
H  1.228  1.510  6.181
H  0.475  3.017  5.713
H  3.075  2.562  5.265
H  2.147  3.533  4.125
H  2.482  1.829  3.811
C  2.088  -2.266  -0.349
Cl  1.688  -0.895  -1.352
Cl  0.606  -2.736  0.539
Cl  2.611  -3.645  -1.308
Cl  3.362  -1.860  0.795
N  -2.294  1.048  -0.991
C  -3.462  1.181  -1.695
C  -3.957  -0.078  -1.907
C  -3.034  -1.005  -1.355
C  -2.048  -0.265  -0.760
H  -1.772  1.848  -0.672
H  -3.835  2.155  -1.956
H  -4.881  -0.300  -2.417
H  -3.080  -2.080  -1.383
H  -1.176  -0.539  -0.199
N  -0.614  1.690  -5.582
C  -0.101  0.788  -4.680
C  1.194  1.170  -4.428
C  1.461  2.360  -5.150
C  0.317  2.648  -5.861
H  -1.573  1.639  -5.873
H  -0.687  -0.020  -4.281
H  1.874  0.628  -3.787
H  2.346  2.971  -5.135
H  0.086  3.472  -6.514
N  5.601  -1.404  -6.089
C  4.723  -2.378  -5.697
C  4.249  -2.026  -4.459
C  4.836  -0.780  -4.117
C  5.684  -0.432  -5.138
H  6.082  -1.384  -6.968
H  4.453  -3.174  -6.367
H  3.628  -2.651  -3.841
H  4.591  -0.254  -3.208
H  6.365  0.396  -5.224
N  -4.231  -6.311  0.897
C  -4.779  -5.241  1.561
C  -3.875  -4.214  1.477
C  -2.774  -4.669  0.714
C  -2.987  -6.001  0.432
H  -4.609  -7.239  0.854
H  -5.765  -5.334  1.980
H  -3.980  -3.197  1.820
H  -1.903  -4.123  0.393
H  -2.366  -6.777  0.022
N  -0.024  2.435  1.822
C  0.454  1.644  0.812
C  0.637  2.412  -0.302
C  0.238  3.738  0.043
C  -0.147  3.705  1.358
H  -0.118  2.111  2.782
H  0.555  0.582  0.963
H  1.075  2.006  -1.200
H  0.379  4.585  -0.606
H  -0.395  4.538  1.996

---

[5]
DFT (ωB97M-V with the def2-TZVPD basis set) results for 2 unconnected molecules or ions with the total composition C5H13N3O2P.

Values from the calculation:
**Maximum force**: 0.9 eV Å⁻¹
**Energy above the lowest of the compared OMol25 structures with the same formula, charge and spin**: 0.00 kJ/mol
**2S+1**: 1
**Calculated total energy**: -854.23441 Eh
**HOMO-LUMO gap**: 10.00 eV
**Net charge**: +1
**Highest occupied orbital energy**: -12.77 eV

Atoms and positions in Å:
C  -1.987  1.412  -0.355
C  -1.123  0.433  0.453
N  0.288  0.485  0.011
C  1.072  1.524  0.233
N  2.268  1.262  -0.292
C  2.241  0.016  -0.862
C  0.998  -0.496  -0.676
P  0.263  -2.127  -1.158
N  1.352  -3.251  -0.475
O  0.842  -2.054  -2.685
H  -2.959  0.979  -0.583
H  -2.117  2.347  0.191
H  -1.493  1.658  -1.298
H  -1.469  -0.587  0.299
H  -1.154  0.689  1.510
H  0.766  2.425  0.741
H  3.051  1.897  -0.250
H  3.096  -0.408  -1.363
H  2.326  -3.014  -0.654
H  1.242  -3.251  0.538
H  0.647  -2.882  -3.148
O  -2.567  1.325  3.154
H  -2.178  0.698  3.773
H  -3.402  0.919  2.897

---

What is the formula in the fifth record? C5H13N3O2P

---

Look up the energy above the lowest of the compared OMol25 structures with the same formula, charge and spin of the second one. 28.25 kJ/mol

---

The highest energy above the lowest of the compared OMol25 structures with the same formula, charge and spin belongs to which entry? C57H74AsN4O3S3SrTe

---

Among the records above, which one has the highest maximum force? C57H74AsN4O3S3SrTe